A structure of composition C23H35CaClIN3O2S2. Source: the Open Molecules 2025 dataset; level of theory: ωB97M-V with the def2-TZVPD basis set.

Properties
E_tot	-3444.2208	a.u.
orbital gap	3.88	eV
energy above the lowest of the compared OMol25 structures with the same formula, charge and spin	0.0	kJ/mol
net charge	-2

Last column: Löwdin charge in e.
CARTESIAN COORDINATES (ANGSTROEM)
Ca 0.2102 -0.2311 -0.3653  1.109
Cl -5.4778 -0.2721 4.4339  0.600
C -3.8910 -0.3653 3.6850  -0.628
C -2.7921 -0.5349 4.4747  -0.213
C -1.5154 -0.6105 3.9059  -0.652
I 0.1527 -0.8410 5.1425  0.804
C -1.2703 -0.5279 2.5248  -0.495
O -0.1287 -0.5866 1.9922  -0.218
C -2.4753 -0.3465 1.7075  -0.135
N -2.2656 -0.2467 0.3743  0.047
C -3.2838 -0.0468 -0.4292  -0.197
C -4.6031 0.0556 0.0457  -0.051
C -4.8427 -0.0523 1.3865  -0.044
C -3.7657 -0.2571 2.2752  -0.184
H -2.9097 -0.6080 5.5477  0.079
H -3.0520 0.0615 -1.4803  0.075
H -5.4089 0.2329 -0.6539  0.098
H -5.8470 0.0264 1.7822  0.077
C 3.4020 -0.8314 -1.1802  -0.121
N 2.8088 -0.3894 0.0786  -0.314
C 2.8867 -1.4653 1.0650  -0.103
C 3.4297 0.8298 0.5730  -0.211
C 2.5142 1.5765 1.5264  -0.215
N 1.2937 2.0232 0.8711  -0.293
C 0.3637 2.5434 1.8684  -0.107
C 1.5595 3.0539 -0.1295  -0.114
H 4.4727 -1.0765 -1.0529  0.079
H 3.2808 -0.0573 -1.9375  0.050
H 2.8622 -1.7144 -1.5235  0.074
H 3.9395 -1.7031 1.3021  0.082
H 2.3796 -2.3388 0.6564  0.064
H 2.3647 -1.1842 1.9799  0.067
H 3.6575 1.4653 -0.2838  0.105
H 4.3908 0.6095 1.0718  0.116
H 3.0674 2.4362 1.9527  0.117
H 2.2248 0.9291 2.3577  0.102
H 0.7845 3.4301 2.3763  0.083
H 0.1595 1.7752 2.6129  0.063
H -0.5628 2.8282 1.3676  0.052
H 2.1576 3.8767 0.3062  0.086
H 0.6062 3.4337 -0.4907  0.024
H 2.0811 2.6402 -0.9925  0.075
C -0.7299 4.4863 -3.0393  -0.191
C -0.5975 3.0110 -2.6887  -0.865
S -1.6046 2.4572 -1.3499  0.433
C 0.2757 2.2240 -3.3559  -0.871
C 1.1490 2.7761 -4.4598  -0.188
S 0.5081 0.4984 -3.0607  0.362
H -1.3920 4.9681 -2.3225  0.025
H -1.1539 4.6367 -4.0406  0.057
H 0.2344 5.0089 -3.0152  0.056
H 0.8126 3.7483 -4.8277  0.040
H 1.1731 2.0761 -5.2986  0.039
H 2.1872 2.8830 -4.1172  0.056
C 0.7464 -4.6391 -1.4771  -0.068
C -0.0912 -3.6273 -0.6704  -0.797
C -0.1816 -4.1113 0.7899  -0.053
C -1.5117 -3.5877 -1.2633  -0.057
O 0.4919 -2.3899 -0.7320  -0.419
H 0.3277 -5.6525 -1.4492  0.062
H 1.7620 -4.6675 -1.0723  0.066
H 0.8042 -4.3053 -2.5156  0.073
H -0.6994 -5.0737 0.8817  0.066
H -0.7101 -3.3626 1.3840  0.069
H 0.8239 -4.2147 1.2081  0.068
H -1.9881 -4.5756 -1.2788  0.065
H -1.4615 -3.1963 -2.2819  0.079
H -2.1329 -2.9105 -0.6719  0.060

Forces on atoms 1 to 2 (eV/Å):
-0.2 0.3 -0.2
0.0 0.0 0.0

A structure of composition C28H36BIrN8O7S3. Source: the Open Molecules 2025 dataset; level of theory: ωB97M-V with the def2-TZVPD basis set.

Properties
E_tot	-3376.7396	a.u.
<S²>	8.817
orbital gap (spin up / spin down)	6.94 / 5.12	eV
energy above the lowest of the compared OMol25 structures with the same formula, charge and spin	0.0	kJ/mol
net charge	+1
2S+1	6

Last column: Löwdin charge in e.
CARTESIAN COORDINATES (ANGSTROEM)
Ir 0.3605 -0.9464 0.0131  0.900
C -1.3874 -2.3280 -4.7406  -0.033
C -1.8247 -3.1321 -3.5178  -0.536
C -2.8043 -4.2120 -3.9688  -0.046
C -0.6478 -3.8040 -2.8111  -0.032
N -2.5238 -2.2176 -2.5456  0.023
C -3.8177 -2.3975 -2.0999  -0.009
C -4.0895 -1.4009 -1.2355  -0.030
N -2.9730 -0.6037 -1.1344  0.030
B -2.9972 0.5548 -0.0935  -0.567
N -2.0887 1.7435 -0.4989  0.037
C -2.5581 2.6418 -1.4342  -0.026
C -1.6049 3.5683 -1.6354  -0.013
N -0.5328 3.2453 -0.8245  0.024
C -0.8429 2.1098 -0.1531  -0.637
S 0.1886 1.2819 0.9653  0.690
C 0.7391 4.0443 -0.7564  -0.535
C 1.9014 3.1868 -1.2492  -0.036
C 0.9499 4.5338 0.6760  -0.033
C 0.6089 5.2595 -1.6710  -0.046
N -2.7524 0.1071 1.3765  0.030
C -3.1923 0.9276 2.3906  -0.032
C -2.8098 0.3865 3.5635  -0.010
N -2.1348 -0.7838 3.2805  0.027
C -2.1076 -0.9340 1.9407  -0.636
S -1.3803 -2.2149 1.0260  0.708
C -1.5160 -1.6912 4.3110  -0.533
C -0.0062 -1.7351 4.0873  -0.032
C -1.7978 -1.1229 5.6983  -0.046
C -2.1585 -3.0724 4.2024  -0.032
C -2.0235 -1.1235 -1.9335  -0.630
S -0.3970 -0.5019 -2.1260  0.696
H -0.9378 -3.0098 -5.4631  0.099
H -0.6491 -1.5672 -4.4976  0.040
H -2.2478 -1.8519 -5.2134  0.098
H -2.2879 -4.8484 -4.6856  0.099
H -3.6756 -3.7908 -4.4719  0.095
H -3.1271 -4.8466 -3.1423  0.094
H -0.2135 -4.5489 -3.4782  0.099
H -0.9873 -4.3131 -1.9069  0.095
H 0.1328 -3.0936 -2.5484  0.041
H -4.4432 -3.1958 -2.4476  0.123
H -4.9889 -1.1746 -0.6900  0.136
H -4.1196 0.9805 -0.1242  0.129
H -3.5478 2.5541 -1.8466  0.133
H -1.6165 4.4408 -2.2584  0.121
H 2.1174 2.3811 -0.5521  0.035
H 2.7874 3.8174 -1.3421  0.100
H 1.6856 2.7555 -2.2273  0.094
H 1.0765 3.7132 1.3789  0.039
H 0.1092 5.1506 0.9983  0.097
H 1.8507 5.1479 0.7074  0.097
H 0.4989 4.9759 -2.7186  0.095
H 1.5267 5.8385 -1.5845  0.098
H -0.2167 5.9083 -1.3760  0.093
H -3.7507 1.8245 2.1856  0.136
H -2.9723 0.7319 4.5656  0.122
H 0.4204 -0.7313 4.1257  0.096
H 0.2633 -2.1857 3.1354  0.034
H 0.4562 -2.3244 4.8794  0.104
H -1.3438 -0.1409 5.8384  0.094
H -1.3500 -1.7943 6.4289  0.098
H -2.8665 -1.0688 5.9123  0.093
H -1.9492 -3.5484 3.2466  0.042
H -3.2392 -3.0076 4.3408  0.096
H -1.7525 -3.7091 4.9888  0.098
O 3.1422 -1.0862 2.9187  0.106
C 2.8858 -1.0792 1.7334  -0.571
O 1.8573 -1.6910 1.2183  -0.243
C 3.8530 -0.3503 0.8112  0.022
C 5.0397 0.0449 1.3881  0.092
C 6.0057 0.6604 0.6120  -0.052
C 5.8454 0.9174 -0.7554  0.103
C 4.6798 0.5521 -1.3453  -0.006
C 3.5991 -0.1031 -0.6029  -0.271
O 2.5426 -0.4301 -1.1506  -0.026
N 4.5324 0.8940 -2.7799  -0.330
O 5.5481 1.2212 -3.3630  0.100
O 3.4328 0.8506 -3.2795  0.106
N 7.2740 1.0752 1.2498  -0.341
O 7.4155 0.8020 2.4191  0.119
O 8.0878 1.6238 0.5390  0.111
H 5.2052 -0.1426 2.4389  0.142
H 6.6320 1.4029 -1.3112  0.141

Forces on atoms 1 to 2 (eV/Å):
-0.1 -0.6 0.3
0.0 0.0 0.0

A cluster of 2 separate species, C4H11N3O in total. Source: the Open Molecules 2025 dataset; level of theory: ωB97M-V with the def2-TZVPD basis set.

Properties
E_tot	-398.4816	a.u.
orbital gap	9.98	eV
energy above the lowest of the compared OMol25 structures with the same formula, charge and spin	190.5	kJ/mol
structure (SMILES)	[H]/N=C\C(C)=N\[H].NCO

Last column: Löwdin charge in e.
CARTESIAN COORDINATES (ANGSTROEM)
C -0.3811 2.3200 0.3933  -0.355
N 0.4391 2.2468 1.5599  0.022
O -1.0309 1.1138 0.0103  -0.093
H -1.5858 0.8127 0.7403  0.088
H 1.1768 1.5546 1.4481  0.028
H -0.1037 2.0005 2.3805  0.069
H 0.2452 2.5836 -0.4626  0.115
H -1.1328 3.1089 0.5440  0.111
C -0.3917 -1.5920 -1.8786  -0.041
C 0.1063 -1.6517 -0.4679  -0.431
C 1.1788 -0.6917 -0.1131  -0.227
N -0.3138 -2.3960 0.4630  0.146
N 1.6244 -0.4950 1.0470  0.103
H -1.0611 -3.0372 0.2060  0.058
H 1.1784 -1.1002 1.7402  0.058
H 1.5916 -0.0993 -0.9234  0.110
H 0.4381 -1.6984 -2.5800  0.083
H -0.8465 -0.6122 -2.0325  0.078
H -1.1314 -2.3671 -2.0745  0.078

Forces on atoms 1 to 2 (eV/Å):
0.0 0.5 0.1
0.1 -0.1 0.1

The molecule C17H25N5O3S in a non-equilibrium geometry. Source: the Open Molecules 2025 dataset; level of theory: ωB97M-V with the def2-TZVPD basis set.

Properties
E_tot	-1560.5779	a.u.
orbital gap	8.68	eV
energy above the lowest of the compared OMol25 structures with the same formula, charge and spin	18.2	kJ/mol
structure (SMILES)	CCCn1c(SCC(=O)N2CCCCC2)nc2c1c(=O)n(C)c(=O)n2C

Last column: Löwdin charge in e.
CARTESIAN COORDINATES (ANGSTROEM)
C 0.2000 2.7437 -2.1571  -0.102
C 1.4885 3.1816 -1.4732  -0.214
H 2.3412 2.6510 -1.8996  0.103
H 1.6462 4.2491 -1.6292  0.114
C 1.4608 2.9298 0.0363  -0.148
N 1.2556 1.5382 0.3388  -0.017
C 0.1165 0.9389 0.7383  -0.592
N 0.2359 -0.3760 0.8809  0.132
C 1.5201 -0.6372 0.5537  -0.215
C 2.1867 0.5258 0.2043  -0.057
C 3.5643 0.5367 -0.1754  -0.365
O 4.2305 1.5027 -0.4964  0.069
N 4.1021 -0.7563 -0.1415  0.032
C 3.4614 -1.9375 0.1968  -0.441
O 4.0465 -2.9979 0.1821  0.082
N 2.1277 -1.8508 0.5487  0.012
C 1.3944 -3.0407 0.9187  -0.001
H 2.0932 -3.8747 0.9146  0.090
H 0.9632 -2.9114 1.9110  0.096
H 0.5923 -3.2213 0.2022  0.093
C 5.5041 -0.9050 -0.4982  -0.005
H 5.8858 0.0828 -0.7454  0.086
H 5.5990 -1.5760 -1.3513  0.099
H 6.0560 -1.3281 0.3405  0.100
S -1.3486 1.8246 1.0337  1.028
C -2.3606 0.5195 1.8086  -0.322
H -2.5636 0.8401 2.8306  0.087
H -1.7472 -0.3803 1.8083  0.071
C -3.7049 0.3153 1.1230  -0.519
O -4.7312 0.5331 1.7406  0.050
N -3.7001 -0.1110 -0.1533  -0.063
C -2.5276 -0.4284 -0.9425  -0.172
H -2.1662 0.4754 -1.4526  0.110
C -2.8564 -1.5151 -1.9729  -0.172
C -3.8396 -2.5064 -1.3596  -0.192
C -5.1838 -1.8116 -1.1085  -0.159
C -4.9631 -0.3185 -0.8312  -0.138
H -4.9471 0.2488 -1.7671  0.127
H -5.7515 0.0813 -0.1928  0.120
H -5.6846 -2.2775 -0.2600  0.110
H -5.8336 -1.9138 -1.9784  0.109
H -3.9757 -3.3661 -2.0160  0.108
H -3.4276 -2.8696 -0.4157  0.113
H -1.9329 -2.0161 -2.2653  0.111
H -3.2948 -1.0780 -2.8713  0.112
H -1.7334 -0.7916 -0.2874  0.090
H 0.6477 3.4913 0.5042  0.102
H 2.4182 3.2318 0.4683  0.131
H -0.6583 3.2377 -1.7060  0.066
H 0.2308 2.9965 -3.2137  0.074
H 0.0632 1.6671 -2.0715  0.063

Forces on atoms 1 to 2 (eV/Å):
0.2 0.1 0.0
-0.2 -0.1 0.1

A structure of composition C6H9N2O2 in a non-equilibrium geometry. Source: the Open Molecules 2025 dataset; level of theory: ωB97M-V with the def2-TZVPD basis set.

Properties
E_tot	-493.9084	a.u.
orbital gap (spin up / spin down)	8.12 / 8.12	eV
energy above the lowest of the compared OMol25 structures with the same formula, charge and spin	562.6	kJ/mol
net charge	-1

Last column: Löwdin charge in e.
CARTESIAN COORDINATES (ANGSTROEM)
C 0.0275 2.0791 -0.0045  -0.791
C 0.6501 0.7169 0.2854  -0.235
C -0.2846 -0.5032 0.5926  -0.479
C 1.7549 0.5459 -1.6197  0.122
C -1.8396 -0.2688 0.8786  -0.029
C -0.1697 -1.8475 -0.0553  -0.092
N 1.3798 0.4448 1.3923  0.093
N 0.5578 -0.4948 1.8449  0.088
O -0.9535 2.1112 -0.7760  -0.072
O 0.5852 3.0151 0.5248  -0.013
H 2.6973 0.9732 -1.4742  -0.002
H 0.9849 1.1664 -1.9372  -0.019
H 1.6236 -0.5051 -1.7998  -0.003
H -1.8438 -0.4136 1.9647  0.061
H -2.4870 -1.0702 0.4843  0.056
H -2.1420 0.7565 0.5133  0.076
H -0.8722 -2.6491 0.3866  0.096
H 0.7429 -2.3310 -0.0200  0.029
H -0.4117 -1.7258 -1.1808  0.111

Forces on atoms 1 to 2 (eV/Å):
-0.5 -0.2 -0.7
-0.8 -1.2 -5.6